# 1
Here is C39H60F5FeN4OPSSeSiTe as an isolated structure from the OMol25 dataset. Energies are from ωB97M-V with the def2-TZVPD basis set.

```
115
Properties=species:S:1:pos:R:3:mulliken_charge:R:1
Fe 0.26 1.81 -0.53 1.527
N 3.38 0.94 -2.19 -0.100
C 3.62 1.47 -0.99 -0.252
N 2.71 1.70 -0.09 0.612
C 3.26 2.21 1.07 -0.473
C 2.54 2.66 2.17 -0.362
C 3.24 3.24 3.22 -0.854
C 4.62 3.39 3.17 -0.654
C 5.34 2.96 2.08 -0.415
C 4.66 2.36 1.04 0.607
S 5.27 1.80 -0.49 -0.373
H 2.43 1.04 -2.54 0.118
H 4.11 0.98 -2.87 0.254
H 1.47 2.54 2.21 0.385
H 2.69 3.59 4.08 0.442
H 5.13 3.86 3.99 0.415
H 6.41 3.11 2.02 0.451
C -1.82 5.65 1.33 -1.295
C -2.72 5.38 0.13 0.869
C -4.08 6.04 0.30 -1.547
P -2.78 3.55 -0.20 -0.436
C -3.15 3.18 -2.00 0.878
C -1.87 2.87 -2.76 -1.515
C -3.92 4.27 -2.72 -1.758
C -4.12 2.64 0.73 2.208
C -4.00 2.89 2.23 -1.651
C -5.56 2.83 0.25 -1.658
H -1.67 6.72 1.44 0.450
H -0.85 5.19 1.18 0.121
H -2.26 5.26 2.25 0.262
H -2.22 5.79 -0.75 0.411
H -4.54 5.74 1.25 0.202
H -4.75 5.79 -0.51 0.289
H -3.95 7.12 0.32 0.496
H -3.76 2.27 -1.98 0.550
H -1.23 3.74 -2.80 0.250
H -2.11 2.57 -3.78 0.598
H -1.33 2.06 -2.27 -0.062
H -3.36 5.20 -2.73 0.344
H -4.89 4.46 -2.27 0.327
H -4.09 3.97 -3.76 0.469
H -3.83 1.60 0.54 -1.231
H -4.40 3.86 2.50 0.336
H -2.96 2.84 2.53 0.282
H -4.56 2.13 2.78 0.437
H -5.95 3.80 0.54 0.296
H -6.19 2.06 0.70 0.460
H -5.63 2.73 -0.83 0.366
C -0.73 -0.67 -1.73 -0.708
Si -1.72 -0.10 -0.19 0.860
C -0.74 -0.05 1.46 -0.903
C -3.25 -1.19 0.01 0.648
C -3.89 -1.74 -1.11 -0.558
C -5.06 -2.46 -0.99 -0.603
C -5.66 -2.62 0.25 -0.504
C -5.06 -2.07 1.37 -0.762
C -3.88 -1.36 1.25 -0.540
H -0.54 -1.74 -1.69 0.139
H 0.24 -0.16 -1.78 0.045
H -1.25 -0.46 -2.65 0.637
H -0.45 -1.04 1.80 0.396
H -1.35 0.40 2.24 0.462
H 0.16 0.55 1.36 -0.064
H -3.45 -1.61 -2.08 0.339
H -5.52 -2.89 -1.87 0.403
H -6.58 -3.18 0.35 0.383
H -5.52 -2.18 2.34 0.419
H -3.42 -0.94 2.14 0.380
F 1.18 2.62 -2.30 -0.823
Te 1.59 4.03 -0.57 1.268
F 3.55 4.45 -0.26 -0.465
F -0.04 4.88 -1.37 -0.564
F 2.25 4.82 -2.18 -0.354
F 1.53 5.84 0.29 -0.452
O -1.48 2.95 0.22 -0.326
C 4.26 -2.01 3.19 -1.090
C 4.12 -3.42 2.61 0.134
C 2.83 -4.11 3.02 -0.805
C 1.57 -3.52 2.37 -1.056
N 1.43 -3.93 1.00 0.904
C 1.72 -3.17 -0.09 -0.881
Se 2.32 -1.45 -0.04 -0.150
N 1.45 -3.89 -1.20 1.600
C 1.57 -3.42 -2.56 -0.599
C 2.59 -4.20 -3.40 -0.965
C 4.00 -3.61 -3.38 -0.570
C 4.71 -3.75 -2.04 -0.804
C 0.96 -5.12 -0.83 0.275
C 0.50 -6.20 -1.57 -0.923
C 0.06 -7.31 -0.86 -0.780
C 0.07 -7.34 0.53 -0.783
C 0.52 -6.26 1.27 -0.728
C 0.96 -5.15 0.58 0.440
H 5.26 -1.63 3.01 0.380
H 4.08 -2.02 4.26 0.382
H 3.55 -1.32 2.72 0.069
H 4.96 -4.03 2.95 0.382
H 4.18 -3.37 1.52 -0.156
H 2.71 -4.04 4.11 0.464
H 2.88 -5.17 2.77 0.397
H 1.62 -2.43 2.39 0.069
H 0.68 -3.84 2.91 0.527
H 1.85 -2.36 -2.51 -0.044
H 0.58 -3.50 -3.02 0.522
H 2.23 -4.21 -4.43 0.413
H 2.63 -5.23 -3.04 0.357
H 3.95 -2.55 -3.65 0.269
H 4.59 -4.12 -4.15 0.387
H 4.21 -3.15 -1.28 -0.063
H 5.73 -3.40 -2.12 0.463
H 4.72 -4.79 -1.72 0.284
H 0.48 -6.19 -2.64 0.520
H -0.29 -8.17 -1.40 0.425
H -0.27 -8.23 1.04 0.420
H 0.53 -6.29 2.35 0.481
```

gap between HOMO and LUMO (alpha / beta)	6.9 / 6.6	eV
spin multiplicity	5
expectation value of S²	6.0295
net charge	0
HOMO level (alpha / beta)	-6.51 / -6.97	eV
ΔE to the lowest compared entry with this formula, charge and spin	91.1	kcal/mol



# 2
Here is C39H60F9I3N4O4Si as an isolated structure from the OMol25 dataset. Energies are from ωB97M-V with the def2-TZVPD basis set.

```
120
Properties=species:S:1:pos:R:3:mulliken_charge:R:1
C 8.36 1.57 -2.91 -1.542
C 7.64 2.49 -1.98 0.272
I 8.31 2.19 -0.02 0.120
C 6.72 3.40 -2.35 -0.551
I 6.45 3.58 -4.44 0.103
C 5.95 4.38 -1.46 -0.084
I 7.42 5.66 -0.45 0.288
C 5.28 5.44 -2.21 0.073
N 4.77 6.23 -2.78 -0.521
C 4.76 3.71 -0.60 4.402
C 4.98 2.28 -0.39 -2.110
N 5.15 1.20 -0.28 -0.462
C 3.38 3.74 -1.34 -0.901
C 3.34 3.00 -2.68 -1.328
C 2.01 2.23 -2.90 0.657
C 2.19 0.72 -3.05 -1.702
C 1.83 -0.08 -1.80 0.215
C 0.34 -0.47 -1.75 -0.519
C -0.32 -0.29 -0.38 -1.019
C -0.34 1.18 0.07 1.381
Si -1.81 2.21 -0.48 0.188
C -3.33 1.79 0.53 -0.928
C -2.21 1.95 -2.29 -1.117
C -1.38 4.01 -0.18 -0.017
C -0.05 4.52 -0.41 0.635
C 0.29 5.91 -0.18 -0.666
C -0.73 6.82 0.29 -0.774
C -2.07 6.34 0.52 -0.657
C -2.39 4.95 0.28 -0.606
C 4.60 4.43 0.79 0.360
F 4.54 5.78 0.54 -0.326
F 5.70 4.18 1.57 -0.260
C 3.36 4.17 1.73 0.194
F 2.23 4.56 1.08 0.075
F 3.59 4.99 2.80 -0.338
C 3.08 2.77 2.35 0.559
F 2.77 1.88 1.37 -0.257
F 2.00 2.97 3.17 -0.341
C 4.18 2.14 3.27 0.459
F 3.66 1.02 3.82 -0.253
F 5.27 1.83 2.57 -0.153
F 4.50 3.02 4.23 -0.239
H 7.66 1.00 -3.51 0.384
H 8.99 2.14 -3.59 0.373
H 8.99 0.88 -2.36 0.458
H 3.01 4.75 -1.40 1.016
H 2.71 3.21 -0.67 -0.508
H 4.17 2.31 -2.78 0.481
H 3.45 3.72 -3.48 0.379
H 1.53 2.64 -3.78 0.813
H 1.34 2.43 -2.07 -0.777
H 3.21 0.49 -3.37 0.533
H 1.54 0.38 -3.86 0.529
H 2.07 0.51 -0.92 -0.446
H 2.43 -0.98 -1.75 0.578
H 0.27 -1.52 -2.02 0.179
H -0.23 0.08 -2.50 0.260
H 0.22 -0.89 0.36 0.447
H -1.34 -0.67 -0.44 0.094
H -0.36 1.21 1.17 0.669
H 0.58 1.67 -0.21 -1.418
H -3.52 0.72 0.52 -0.034
H -3.17 2.08 1.57 0.461
H -4.21 2.30 0.14 0.390
H -3.06 2.57 -2.57 0.453
H -2.48 0.91 -2.48 0.363
H -1.37 2.23 -2.92 0.299
H 0.73 3.85 -0.76 0.182
H 1.30 6.26 -0.35 0.362
H -0.49 7.86 0.47 0.405
H -2.84 7.01 0.88 0.405
H -3.40 4.61 0.46 0.283
C 1.72 -5.54 2.94 -0.698
O 1.24 -6.50 2.02 -0.350
C -0.17 -6.70 2.06 -0.800
C -0.82 -6.24 0.77 -0.251
N -0.76 -4.79 0.65 -0.150
C -1.20 -4.27 -0.63 0.034
C -0.38 -4.62 -1.85 -0.789
O 0.92 -4.09 -1.79 -0.364
C 1.89 -4.89 -1.13 -0.632
H 2.80 -5.54 2.87 0.248
H 1.36 -4.53 2.71 0.271
H 1.43 -5.79 3.96 0.355
H -0.61 -6.18 2.92 0.409
H -0.35 -7.77 2.19 0.407
H -1.87 -6.55 0.78 0.385
H -0.32 -6.76 -0.05 0.200
H 0.20 -4.50 0.81 -0.014
H -1.21 -3.17 -0.55 -0.345
H -2.24 -4.58 -0.81 0.458
H -0.86 -4.18 -2.73 0.407
H -0.33 -5.71 -2.03 0.479
H 1.68 -5.95 -1.28 0.330
H 1.94 -4.68 -0.06 0.197
H 2.86 -4.66 -1.57 0.280
C -6.41 -0.14 1.21 -0.786
O -5.53 -1.18 0.83 -0.343
C -4.76 -1.71 1.91 -0.694
C -5.24 -3.11 2.22 -0.216
N -6.58 -3.07 2.80 -0.303
C -7.21 -4.38 2.96 -0.698
C -7.56 -5.16 1.70 -0.466
O -8.56 -4.56 0.90 -0.428
C -8.10 -3.63 -0.06 -0.507
H -6.88 0.22 0.30 0.234
H -7.18 -0.52 1.89 0.374
H -5.88 0.69 1.69 0.327
H -4.85 -1.08 2.79 0.388
H -3.71 -1.74 1.60 0.310
H -4.55 -3.57 2.93 0.416
H -5.18 -3.69 1.29 0.160
H -7.17 -2.49 2.22 0.058
H -8.14 -4.23 3.51 0.367
H -6.56 -5.00 3.58 0.402
H -7.97 -6.12 2.01 0.352
H -6.68 -5.37 1.09 0.328
H -7.11 -3.90 -0.43 0.263
H -8.07 -2.61 0.32 0.158
H -8.80 -3.65 -0.90 0.314
```

gap between HOMO and LUMO	7.8	eV
net charge	0
HOMO level	-8.70	eV



# 3
Here is a 6-piece molecular cluster, C39H60N5O2SSi overall from the OMol25 dataset. Energies are from ωB97M-V with the def2-TZVPD basis set.

```
108
Properties=species:S:1:pos:R:3:mulliken_charge:R:1
C 3.83 0.16 1.29 -1.496
C 3.37 -0.37 -0.04 0.436
O 2.26 -1.22 0.22 -0.463
C 2.97 0.73 -1.01 -0.664
O 2.27 1.78 -0.25 -0.207
S 1.38 2.76 -1.13 0.190
C -0.07 3.06 -0.10 -0.480
C -0.41 4.57 -0.10 -0.864
C -1.90 4.83 -0.35 -0.792
C -2.63 5.34 0.91 -0.879
C -4.14 5.02 0.92 -1.043
C -4.54 4.08 2.06 -1.062
C -4.69 2.60 1.60 0.113
C -6.16 2.21 1.42 -0.896
Si -6.46 0.36 1.06 0.126
C -7.77 -0.20 2.28 -1.146
C -4.92 -0.68 1.31 -0.696
C -7.12 0.25 -0.70 0.462
C -6.33 -0.13 -1.79 -0.260
C -6.88 -0.15 -3.07 -0.571
C -8.21 0.21 -3.28 -0.434
C -9.01 0.59 -2.20 -0.620
C -8.46 0.61 -0.92 -0.350
H 4.70 0.80 1.19 0.372
H 4.13 -0.69 1.90 0.295
H 3.04 0.68 1.81 0.362
H 4.16 -0.94 -0.52 0.195
H 2.11 -1.76 -0.56 0.309
H 3.83 1.17 -1.49 0.496
H 2.31 0.30 -1.76 0.473
H 0.87 1.93 -2.07 0.242
H 0.17 2.70 0.89 0.346
H -0.90 2.47 -0.47 0.462
H -0.10 4.97 0.87 0.473
H 0.18 5.09 -0.85 0.560
H -2.41 3.93 -0.68 0.435
H -2.00 5.57 -1.13 0.338
H -2.15 4.91 1.78 0.527
H -2.47 6.42 0.98 0.314
H -4.45 4.63 -0.04 0.559
H -4.66 5.96 1.06 0.457
H -3.83 4.12 2.89 0.490
H -5.50 4.41 2.44 0.500
H -4.21 2.52 0.63 0.129
H -4.19 1.93 2.30 -0.151
H -6.74 2.50 2.30 0.534
H -6.55 2.79 0.59 0.471
H -8.61 0.49 2.25 0.339
H -7.38 -0.18 3.29 0.290
H -8.14 -1.20 2.07 0.381
H -4.58 -0.53 2.34 -0.122
H -4.09 -0.43 0.65 0.252
H -5.15 -1.74 1.20 0.472
H -5.30 -0.42 -1.63 0.359
H -6.25 -0.44 -3.91 0.376
H -8.64 0.20 -4.27 0.375
H -10.04 0.87 -2.34 0.397
H -9.09 0.92 -0.10 0.257
N 8.14 -2.64 0.74 0.084
C 7.14 -2.88 -0.16 -0.642
C 5.98 -3.02 0.54 -0.441
C 6.29 -2.85 1.92 -0.568
C 7.63 -2.62 2.01 -0.596
H 9.11 -2.50 0.51 0.198
H 7.35 -2.94 -1.22 0.490
H 5.01 -3.22 0.12 0.595
H 5.60 -2.90 2.75 0.476
H 8.27 -2.45 2.86 0.416
N 9.74 -3.57 -2.96 0.044
C 9.61 -2.36 -3.60 -0.389
C 9.60 -2.61 -4.95 -0.477
C 9.71 -4.02 -5.12 -0.425
C 9.79 -4.58 -3.88 -0.573
H 9.79 -3.70 -1.96 0.194
H 9.55 -1.44 -3.04 0.395
H 9.51 -1.87 -5.72 0.469
H 9.73 -4.55 -6.06 0.408
H 9.89 -5.61 -3.57 0.385
N -2.01 -0.76 6.83 0.045
C -3.14 -1.43 6.45 -0.721
C -3.74 -0.72 5.45 -0.351
C -2.93 0.42 5.20 0.138
C -1.87 0.37 6.07 -0.908
H -1.38 -1.05 7.55 0.185
H -3.43 -2.35 6.93 0.402
H -4.65 -0.99 4.94 0.436
H -3.11 1.20 4.48 0.389
H -1.04 1.04 6.22 0.384
N 5.13 1.21 -5.15 -0.004
C 6.32 0.54 -5.27 -0.641
C 6.14 -0.73 -4.79 -0.091
C 4.80 -0.83 -4.35 -0.638
C 4.19 0.37 -4.59 -0.656
H 4.97 2.16 -5.43 0.188
H 7.18 1.02 -5.70 0.392
H 6.90 -1.50 -4.75 0.495
H 4.32 -1.70 -3.93 0.460
H 3.18 0.70 -4.43 0.483
N -1.25 -3.50 -0.09 0.082
C -1.19 -2.48 0.83 -1.014
C -1.94 -2.85 1.92 -0.063
C -2.47 -4.14 1.64 -0.748
C -2.03 -4.51 0.40 -0.447
H -0.80 -3.50 -0.98 0.174
H -0.63 -1.59 0.63 0.566
H -2.10 -2.27 2.81 0.634
H -3.10 -4.73 2.29 0.406
H -2.19 -5.41 -0.17 0.415
```

gap between HOMO and LUMO	6.2	eV
net charge	+1
HOMO level	-9.93	eV



# 4
Here is C39H60N8O2PRbSi2 as an isolated structure from the OMol25 dataset. Energies are from ωB97M-V with the def2-TZVPD basis set.

```
113
Properties=species:S:1:pos:R:3:mulliken_charge:R:1
Rb -0.52 -0.56 -0.04 0.303
O 2.42 -1.35 -4.32 -0.753
C 1.54 -1.60 -3.48 -0.256
N 1.68 -2.06 -2.25 0.407
C 2.60 -2.89 -1.76 -0.669
O 3.13 -3.84 -2.33 -0.785
C 2.91 -2.65 -0.29 0.630
C 4.07 -3.22 0.23 -0.609
C 4.41 -2.98 1.54 -0.621
C 3.58 -2.17 2.30 -0.616
C 2.43 -1.68 1.71 -1.070
N 2.10 -1.90 0.45 1.607
C 0.11 -1.25 -3.84 0.326
C -0.26 -1.38 -5.18 -0.643
C -1.56 -1.09 -5.55 -0.486
C -2.44 -0.64 -4.57 -0.780
C -1.97 -0.51 -3.28 -0.437
N -0.73 -0.81 -2.91 0.716
H 4.66 -3.85 -0.42 0.543
H 5.31 -3.40 1.97 0.408
H 3.81 -1.94 3.33 0.470
H 1.74 -1.07 2.28 0.271
H 0.48 -1.70 -5.89 0.521
H -1.89 -1.20 -6.58 0.387
H -3.47 -0.40 -4.81 0.430
H -2.61 -0.13 -2.49 0.425
C -2.11 -5.15 4.54 -1.296
Si -1.40 -3.96 3.17 0.059
C 0.43 -4.53 3.10 -0.849
C -1.37 -2.23 4.02 -0.930
C -2.23 -3.83 1.52 1.152
C -3.38 -3.01 1.41 0.013
C -4.29 -2.80 2.49 -0.634
C -5.45 -2.10 2.31 -0.493
C -5.72 -1.53 1.05 -0.910
C -4.77 -1.73 0.06 -0.251
N -3.66 -2.43 0.21 0.017
Si -1.81 -4.90 0.05 0.132
C -2.73 -6.60 0.27 -1.418
C 0.01 -5.43 -0.22 -0.733
C -2.39 -4.32 -1.68 -0.827
H -1.42 -5.31 5.37 0.325
H -2.32 -6.13 4.10 0.354
H -3.04 -4.78 4.97 0.338
H 0.94 -4.36 4.04 0.367
H 0.96 -4.00 2.31 -0.040
H 0.49 -5.60 2.88 0.359
H -0.89 -2.23 4.99 0.385
H -2.38 -1.87 4.15 0.352
H -0.85 -1.51 3.39 0.129
H -4.09 -3.28 3.44 0.159
H -6.17 -1.99 3.11 0.393
H -6.62 -0.98 0.86 0.358
H -4.94 -1.31 -0.93 0.336
H -2.39 -7.10 1.17 0.331
H -2.57 -7.28 -0.56 0.330
H -3.80 -6.44 0.37 0.326
H 0.43 -5.91 0.65 0.337
H 0.63 -4.59 -0.47 -0.092
H 0.08 -6.14 -1.05 0.463
H -3.40 -3.94 -1.63 0.282
H -2.36 -5.13 -2.41 0.423
H -1.75 -3.52 -2.04 -0.027
N -0.07 1.97 0.66 -0.918
P 0.60 3.18 0.07 -0.642
N 0.94 4.51 1.17 0.579
C 0.16 4.37 2.38 -0.737
C 0.72 5.16 3.55 -0.907
C 2.17 4.76 3.87 -0.667
C 2.94 4.43 2.58 -0.367
C 2.25 5.06 1.37 -1.108
N 2.19 3.09 -0.69 1.022
C 3.00 2.02 -0.16 -1.758
C 3.15 0.86 -1.14 1.024
C 3.79 1.31 -2.45 -0.597
C 3.75 2.83 -2.57 -1.228
C 2.39 3.35 -2.11 -0.141
N -0.20 4.15 -1.12 0.976
C -1.15 3.48 -1.96 -0.639
C -2.54 4.10 -1.86 -0.852
C -2.48 5.63 -2.04 -0.575
C -1.06 6.08 -2.37 -1.027
C -0.09 5.58 -1.30 -0.395
H 0.07 3.30 2.63 0.380
H -0.86 4.72 2.17 0.247
H 0.10 4.98 4.43 0.420
H 0.67 6.22 3.33 0.319
H 2.18 3.90 4.53 0.343
H 2.66 5.59 4.40 0.224
H 2.95 3.36 2.43 0.020
H 3.98 4.77 2.66 0.524
H 2.83 4.86 0.47 0.464
H 2.18 6.16 1.51 0.469
H 2.47 1.66 0.74 0.640
H 3.99 2.40 0.14 0.025
H 2.15 0.47 -1.33 -0.827
H 3.73 0.06 -0.68 0.414
H 3.25 0.86 -3.29 0.158
H 4.83 0.96 -2.51 0.283
H 3.91 3.14 -3.61 0.495
H 4.53 3.28 -1.96 0.333
H 1.61 2.89 -2.73 0.094
H 2.35 4.44 -2.27 0.074
H -1.17 2.44 -1.61 0.085
H -0.83 3.48 -3.02 0.352
H -2.96 3.87 -0.88 0.270
H -3.19 3.65 -2.61 0.422
H -2.79 6.13 -1.12 0.301
H -3.16 5.95 -2.84 0.325
H -1.01 7.18 -2.41 0.408
H -0.77 5.70 -3.35 0.358
H -0.30 6.09 -0.35 0.215
H 0.94 5.86 -1.59 0.187
```

gap between HOMO and LUMO	5.2	eV
net charge	-2
HOMO level	-1.47	eV
ΔE to the lowest compared entry with this formula, charge and spin	22.1	kcal/mol



The lowest net charge belongs to which entry? C39H60N8O2PRbSi2